No. 1
Below is C31H42BaN6O7S4 as an isolated structure in a non-equilibrium geometry, with properties calculated with ωB97M-V/def2-TZVPD.

Each line ends with the Löwdin charge.
Cartesian coordinates (Å):
Ba  0.63399  -1.06176  -0.47763  2.053
C  0.62246  4.03802  1.89682  -0.541
C  2.12064  4.26406  1.68840  -0.529
S  2.86240  3.09983  0.49064  0.860
C  4.23353  2.34092  1.39953  -0.547
C  3.92214  1.73484  2.75522  -0.520
S  2.76855  0.31683  2.68141  0.861
C  1.60661  0.75535  4.00733  -0.543
C  0.91941  2.10724  3.89775  -0.524
S  0.08859  2.34997  2.29248  0.877
H  0.25275  4.71117  2.67413  0.070
H  0.07783  4.25285  0.97506  0.063
H  2.27739  5.27109  1.29703  0.060
H  2.67026  4.18036  2.62660  0.052
H  4.54351  1.55864  0.70295  0.035
H  5.03052  3.08190  1.49983  0.068
H  4.85866  1.37353  3.18498  0.066
H  3.50167  2.46938  3.44171  0.045
H  0.87292  -0.04963  3.94473  0.046
H  2.12880  0.68437  4.96459  0.070
H  0.15370  2.17444  4.67350  0.068
H  1.62136  2.92816  4.04770  0.051
N  3.05650  -1.33753  -4.57416  0.001
C  4.39134  -1.13501  -3.99702  -0.292
C  4.46475  -1.71059  -2.58300  -0.120
C  3.72890  -0.78240  -1.60062  -0.663
O  4.41561  -0.08362  -0.84614  -0.006
O  2.45458  -0.78492  -1.66726  -0.493
H  2.86532  -0.64070  -5.28229  0.055
H  2.37184  -1.19431  -3.83805  0.038
H  4.67977  -0.07513  -3.95282  0.110
H  5.12170  -1.63659  -4.64196  0.092
H  5.50226  -1.78387  -2.26084  0.103
H  4.00246  -2.70082  -2.57752  0.114
S  -2.61440  0.03278  -2.53517  0.883
C  -2.72308  -1.57660  -1.85168  -0.715
N  -3.84903  -2.30575  -2.33713  -0.043
C  -4.55523  -2.98485  -1.26448  -0.239
C  -3.77380  -3.52868  -0.28901  -0.231
C  -2.40793  -3.19255  -0.23716  -0.258
N  -1.97040  -2.04371  -0.92620  -0.108
H  -4.42593  -1.73458  -2.93253  0.059
H  -5.63726  -3.01087  -1.29582  0.057
H  -4.21688  -4.15545  0.48120  0.078
H  -1.71527  -3.66632  0.44341  0.036
N  -2.73525  -0.72412  1.94432  0.160
C  -3.32312  0.23357  1.15283  -0.677
N  -4.49755  -0.17081  0.54273  0.148
O  -2.91541  1.38153  1.05632  -0.018
H  -2.94482  -1.69104  1.71112  0.069
H  -1.74558  -0.59767  2.12758  0.051
H  -4.56953  -1.15989  0.31943  0.046
H  -4.73680  0.42836  -0.23048  0.076
C  0.98562  1.95636  -2.77680  -0.094
C  -0.48352  1.68968  -3.10300  -0.614
C  -0.48738  1.01819  -4.48407  -0.092
C  -1.07245  0.77040  -1.98498  -0.565
C  -1.27195  2.99978  -3.11094  -0.167
C  -2.52297  3.10551  -3.73056  -0.058
C  -3.28211  4.26155  -3.64908  -0.104
C  -2.81639  5.36789  -2.95072  -0.131
C  -1.57902  5.28653  -2.33048  -0.110
C  -0.81997  4.12803  -2.41800  -0.042
H  1.55935  1.04476  -2.93725  0.054
H  1.11718  2.23337  -1.73474  0.037
H  1.39734  2.74924  -3.41361  0.089
H  -0.12865  -0.00723  -4.37211  0.079
H  0.18041  1.56034  -5.16363  0.079
H  -1.47230  0.97080  -4.94122  0.041
H  -1.36533  1.40679  -1.13886  0.014
H  -2.93417  2.25513  -4.25701  0.078
H  -4.25092  4.29645  -4.13548  0.090
H  -3.41604  6.26780  -2.87664  0.082
H  -1.19716  6.13710  -1.77492  0.088
H  0.14143  4.10202  -1.91967  0.093
O  0.75963  -3.12563  0.70210  -0.241
C  0.29615  -2.59273  1.73125  -0.723
O  0.14842  -1.35272  1.88546  -0.311
C  -0.14699  -3.49491  2.86508  -0.099
C  -0.83845  -2.96834  3.95233  0.006
C  -1.28873  -3.80704  4.96364  -0.060
C  -1.03308  -5.16157  4.91521  -0.009
C  -0.31671  -5.68352  3.83627  -0.147
C  0.11494  -4.85152  2.80621  0.079
N  -0.02673  -7.08392  3.79977  -0.369
O  -0.34832  -7.77305  4.75403  0.044
O  0.55013  -7.54294  2.83814  0.077
H  -1.03743  -1.90594  3.98947  0.110
H  -1.84798  -3.40055  5.79643  0.103
H  -1.37995  -5.83794  5.68189  0.109
H  0.64864  -5.26764  1.96408  0.132

Atoms 1-3, force components in eV/Å:
Ba -3.0694 2.1771 -0.9063
C -0.0264 -0.2895 0.0247
C 0.1793 -0.2945 -0.2615

Results
Strongest force on any atom = 3.9 eV/Å
Gap between HOMO and LUMO = 2.47 eV
E_LUMO = 3.220 eV
Relative energy (zero: lowest compared OMol25 entry of this formula, charge and spin) = 76.4 kcal per mole
Total charge = -2
E_HOMO = 0.7532 eV

---

No. 2
Below is one molecule with the formula CH2FNO2 in a non-equilibrium geometry, with properties calculated with ωB97M-V/def2-TZVPD.

Each line ends with the Löwdin charge.
Cartesian coordinates (Å):
C  -1.36965  -0.54282  -0.01531  -0.336
N  -0.60358  0.55229  -0.04348  -0.134
O  -2.57431  -0.61964  0.05208  0.040
O  0.76196  0.47260  0.00232  0.083
F  -1.12012  1.87518  -0.04079  0.048
H  -0.78598  -1.56130  -0.30981  0.191
H  0.86962  0.15099  0.89144  0.109

Atoms 1-3, force components in eV/Å:
C -1.2940 -3.2380 -1.6658
N 0.6189 1.6296 -0.6192
O 0.5261 0.6972 0.3881

Results
Strongest force on any atom = 3.9 eV/Å
Gap between HOMO and LUMO = 10.74 eV
E_LUMO = 0.206 eV
Relative energy (zero: lowest compared OMol25 entry of this formula, charge and spin) = 64.1 kcal per mole
E_HOMO = -10.5330 eV

---

No. 3
Below is one molecule with the formula C4H9N3 in a non-equilibrium geometry, with properties calculated with ωB97M-V/def2-TZVPD.

Each line ends with the Löwdin charge.
Cartesian coordinates (Å):
C  -0.15649  1.41167  -0.91725  -0.246
C  -0.98215  -2.36509  0.60743  -0.101
C  0.96933  0.46206  -0.29891  -0.351
N  -1.32221  1.45670  -0.10010  -0.038
C  2.19123  0.91605  -0.02305  0.056
N  0.53475  -0.79648  -0.04164  0.056
N  -0.54244  -0.99381  0.58898  -0.071
H  -1.49665  0.41376  0.26286  0.082
H  -1.11763  1.99063  0.74255  0.066
H  -0.42382  0.99410  -1.89254  0.103
H  0.30028  2.39666  -1.02889  0.104
H  -1.11178  -2.66332  1.64799  0.077
H  -0.27692  -3.03852  0.11448  0.075
H  -1.95217  -2.42015  0.10953  0.081
H  2.89314  0.32938  0.54532  0.053
H  2.49352  1.90635  -0.31676  0.053

Atoms 1-3, force components in eV/Å:
C 1.3365 -1.1201 -0.0224
C 0.2527 -0.5423 -0.0552
C -0.6848 3.0380 -0.2497

Results
Strongest force on any atom = 3.3 eV/Å
Gap between HOMO and LUMO = 8.47 eV
E_LUMO = 0.130 eV
Relative energy (zero: lowest compared OMol25 entry of this formula, charge and spin) = 69.3 kcal per mole
E_HOMO = -8.3382 eV

---

No. 4
Below is one molecule with the formula C8Cl2N2O2 in a non-equilibrium geometry, with properties calculated with ωB97M-V/def2-TZVPD.

Each line ends with the Löwdin charge.
Cartesian coordinates (Å):
N  3.51782  -0.49466  -0.83233  0.227
N  1.91827  3.04258  -0.35840  0.220
O  0.53803  -2.59443  -0.27286  0.108
O  -1.63564  1.90790  -0.68148  0.145
Cl  -1.99251  -2.68386  1.30838  0.706
Cl  -3.46800  0.22469  0.97054  0.732
C  2.38380  -0.50943  -0.57438  -0.142
C  1.26677  2.13352  -0.12067  -0.142
C  0.11935  -1.44414  -0.08507  -0.319
C  -1.09713  1.05923  0.02737  -0.352
C  -1.20241  -1.24621  0.57375  -0.516
C  -1.78306  -0.08425  0.50359  -0.582
C  1.01432  -0.27955  -0.36686  -0.067
C  0.42037  0.96860  -0.09158  -0.018

Atoms 1-3, force components in eV/Å:
N -1.6244 -0.3022 0.5242
N 0.4976 0.5883 0.2293
O -0.8713 2.3899 0.2031

Results
Strongest force on any atom = 4.9 eV/Å
Gap between HOMO and LUMO = 7.99 eV
E_LUMO = -3.150 eV
Relative energy (zero: lowest compared OMol25 entry of this formula, charge and spin) = 14.6 kcal per mole
E_HOMO = -11.1355 eV

---

> The highest gap between HOMO and LUMO belongs to which entry?

CH2FNO2